[1]
C33H71ClNO8S | ωB97M-V with the def2-TZVPD basis set

Structure (XYZ):
```
115
Properties=species:S:1:pos:R:3:forces:R:3
C -0.2051 -1.4719 4.5329 0.918 0.538 0.141
C 0.2065 -0.1154 3.7586 0.071 0.241 0.270
C 0.1232 -0.2240 2.1593 -1.037 -0.849 0.252
Cl -1.1718 0.8059 1.3811 0.808 -0.617 0.706
S 1.7356 0.1038 1.2753 0.418 0.017 -0.030
C 1.4396 -0.4830 -0.4645 -0.211 -0.158 -1.300
C 2.7051 -0.3444 -1.4426 0.193 -0.335 -0.882
C 3.4471 -1.7421 -1.7818 0.775 0.539 -0.597
C 4.9952 -1.6552 -1.3269 -0.147 -0.100 0.132
C 5.2063 -1.3026 0.2222 -1.012 -0.210 -0.702
O 6.5542 -0.7538 0.3863 -0.930 2.506 0.962
C 6.5191 0.6747 0.3671 -0.944 2.493 -1.560
C 7.4692 1.5293 1.3636 0.287 -1.417 -0.540
O 5.8054 1.3488 -0.4239 1.879 -3.066 2.660
C 2.1399 1.9390 1.2997 -0.067 2.916 0.895
C 2.0256 2.6354 2.6696 1.175 2.775 -2.803
C 2.3645 4.1666 2.7008 0.421 -2.006 -4.027
C 2.8306 4.8118 1.3444 -1.298 -4.133 1.310
C 2.8788 3.8749 0.1147 -0.181 0.511 1.871
N 2.5356 2.4939 0.0522 -0.452 2.193 4.287
H -1.1035 -2.0074 4.0733 1.212 0.795 0.707
H -0.4139 -1.1663 5.6279 0.167 -0.622 -1.832
H 0.7472 -2.1283 4.5571 -1.774 0.743 -0.119
H -0.4811 0.7498 4.0926 1.291 -1.285 -0.620
H 1.3057 0.0896 4.0427 -1.786 -0.062 -0.355
H -0.1335 -1.3283 1.9228 0.633 1.801 -0.001
H 0.5478 0.0802 -0.9000 1.143 -0.725 0.859
H 1.1899 -1.6097 -0.3756 0.239 1.903 0.256
H 3.5085 0.3870 -1.0983 -1.359 -0.803 -0.331
H 2.2942 0.0535 -2.4465 0.537 -0.440 1.786
H 2.9014 -2.6681 -1.3979 0.750 1.269 -0.241
H 3.4732 -1.8435 -2.9326 -0.127 0.053 1.849
H 5.5311 -2.6442 -1.5254 -0.785 1.279 0.219
H 5.5362 -0.8605 -1.9676 -1.020 -1.147 1.155
H 4.4623 -0.5216 0.6314 1.055 -1.172 -0.883
H 5.0550 -2.2423 0.8726 0.758 1.440 -0.951
H 7.0392 1.5586 2.4337 0.720 -0.287 -1.759
H 8.4994 1.0124 1.3324 -1.559 0.889 0.434
H 7.5670 2.5897 0.9588 -0.335 -1.621 0.439
H 1.7226 2.1618 3.6554 0.407 0.414 -1.748
H 2.2799 4.7851 3.6529 0.246 -1.117 -1.398
H 3.1235 5.9187 1.3156 -0.502 -1.969 -0.181
H 3.2403 4.3526 -0.8700 -0.712 -1.096 1.670
C -3.6849 -2.2828 0.8443 0.342 0.221 -0.187
C -3.0959 -3.2096 1.8959 -0.908 -0.023 -0.161
C -3.7709 -4.5713 1.8737 0.220 -0.302 0.093
O -3.2527 -2.6226 3.1883 0.383 0.148 0.221
H -4.7501 -2.1125 1.0253 0.071 -0.178 -0.013
H -3.1980 -1.3050 0.8802 0.055 -0.034 0.038
H -3.5644 -2.6977 -0.1590 -0.148 0.041 0.082
H -2.0215 -3.3285 1.7213 0.016 0.061 0.208
H -4.8395 -4.4806 2.0914 0.049 0.100 -0.176
H -3.3455 -5.2233 2.6418 0.044 0.071 -0.086
H -3.6534 -5.0542 0.9006 -0.099 0.050 0.063
H -4.1989 -2.5130 3.3530 0.172 -0.044 -0.049
C 3.7842 5.3859 7.9084 -0.195 0.225 0.065
C 3.3663 4.3614 6.8660 0.652 -0.013 0.374
C 3.9731 2.9975 7.1556 -0.148 -0.231 -0.071
O 3.7839 4.8019 5.5729 -0.233 0.001 -0.358
H 4.8712 5.5154 7.9145 -0.035 -0.152 0.027
H 3.3505 6.3634 7.6815 -0.032 -0.121 0.038
H 3.4634 5.0847 8.9086 0.060 0.040 -0.062
H 2.2755 4.2817 6.8456 0.083 0.083 -0.201
H 5.0666 3.0444 7.1357 -0.057 0.092 0.106
H 3.6736 2.2735 6.3921 -0.043 0.041 0.076
H 3.6579 2.6249 8.1333 0.065 0.009 -0.071
H 4.7478 4.8758 5.5803 -0.179 0.015 0.041
C -0.7822 4.9126 -1.1210 -0.174 -0.165 -0.205
C -1.4383 5.6826 0.0145 0.697 0.026 -0.035
C -0.7537 7.0207 0.2443 -0.184 0.256 0.073
O -1.3775 4.9073 1.2103 -0.216 -0.186 0.182
H 0.2673 4.6988 -0.8923 -0.006 0.146 0.027
H -1.2770 3.9484 -1.2674 -0.036 0.108 -0.016
H -0.8277 5.4747 -2.0574 0.039 -0.066 0.044
H -2.4950 5.8450 -0.2141 0.051 -0.129 0.198
H 0.2969 6.8794 0.5199 -0.001 -0.083 -0.128
H -1.2279 7.5578 1.0700 -0.019 -0.048 -0.120
H -0.7984 7.6460 -0.6511 0.046 -0.020 0.076
H -0.4455 4.7577 1.4216 -0.146 0.069 -0.092
C -1.9561 -1.3704 -3.5793 -0.038 -0.109 -0.160
C -2.7352 -0.0751 -3.7437 0.563 -0.059 0.564
C -1.8047 1.1260 -3.8101 -0.082 0.241 -0.246
O -3.6331 0.0813 -2.6464 -0.334 0.066 -0.022
H -1.3775 -1.3628 -2.6478 0.010 0.161 0.042
H -2.6369 -2.2236 -3.5214 0.072 0.070 -0.097
H -1.2711 -1.5269 -4.4140 -0.138 -0.032 0.108
H -3.3394 -0.1228 -4.6537 -0.102 0.019 0.198
H -1.2212 1.2196 -2.8872 0.034 -0.127 -0.002
H -2.3781 2.0508 -3.9167 0.038 -0.097 -0.041
H -1.1136 1.0439 -4.6531 -0.014 0.025 0.071
H -3.1081 0.1245 -1.8359 -0.078 -0.037 -0.168
C -6.5170 -3.4275 -3.1358 0.221 -0.041 -0.201
C -6.5705 -4.2604 -1.8648 -0.531 0.511 -0.111
C -8.0053 -4.5356 -1.4430 -0.068 -0.271 0.140
O -5.8918 -3.5697 -0.8163 0.224 -0.193 0.131
H -6.9971 -2.4551 -2.9860 -0.083 -0.105 0.028
H -5.4804 -3.2276 -3.4208 -0.073 -0.070 0.015
H -7.0151 -3.9384 -3.9638 0.017 0.067 0.045
H -6.0461 -5.2069 -2.0231 0.096 0.131 0.182
H -8.5369 -3.6015 -1.2347 0.053 0.008 -0.149
H -8.0286 -5.1250 -0.5224 0.033 -0.011 -0.120
H -8.5478 -5.0797 -2.2203 -0.002 0.061 0.068
H -6.3482 -2.7304 -0.6684 0.049 -0.151 -0.124
C -1.2019 -5.5053 -6.0868 -0.267 -0.093 0.129
C -1.1635 -4.1731 -6.8186 0.619 -0.381 0.034
C -0.1427 -4.1896 -7.9454 -0.059 0.169 -0.257
O -0.8356 -3.1342 -5.8960 -0.123 0.171 0.006
H -0.2307 -5.7301 -5.6338 0.030 0.015 -0.155
H -1.9313 -5.4754 -5.2727 -0.002 0.004 -0.121
H -1.4675 -6.3205 -6.7645 0.047 0.032 0.074
H -2.1539 -3.9474 -7.2233 0.085 0.169 0.169
H 0.8651 -4.3690 -7.5566 -0.085 -0.124 0.045
H -0.1178 -3.2226 -8.4550 -0.078 -0.101 0.019
H -0.3767 -4.9654 -8.6787 0.063 0.051 0.046
H 0.0396 -3.3247 -5.5321 -0.148 -0.050 -0.140
```
Positions in Å, forces in eV/Å.

Its charge is +1. The value obtained for the energy relative to the best compared isomer or geometry (same formula, charge and spin) is 6.069 eV. For the strongest force on any atom, the calculation gives 4.837 eV/A. For the LUMO energy, the calculation gives -3.3 eV. As for the orbital gap: 8.41 eV.

Mulliken population analysis, charges in e, atoms 1 to 5: number 1, C, carries -1.037; number 2, C, carries -0.336; number 3, C, carries 0.312; number 4, Cl, carries -0.067; number 5, S, carries -0.074

***

[2]
CH4O3 | ωB97M-V with the def2-TZVPD basis set

Structure (XYZ):
```
8
Properties=species:S:1:pos:R:3:forces:R:3
C 1.7987 -0.1448 0.0369 -0.579 -2.712 1.442
O 1.1999 0.9291 -0.3061 -0.884 3.187 -1.959
O 1.2854 -1.2412 0.1096 0.101 -0.029 -0.526
O -1.4696 -0.0136 -0.2962 -1.076 -1.450 3.360
H 2.7916 0.0001 0.4561 0.351 0.466 -0.233
H 0.3715 0.9213 -0.8753 0.929 -0.887 1.420
H -0.9344 -0.8032 -0.0013 -0.109 0.917 -0.955
H -2.0543 0.0116 0.5600 1.267 0.508 -2.549
```
Positions in Å, forces in eV/Å.

Its charge is 0. The value obtained for the energy relative to the best compared isomer or geometry (same formula, charge and spin) is 0.538 eV. For the strongest force on any atom, the calculation gives 3.844 eV/A. The SMILES is O=CO.O. For the LUMO energy, the calculation gives 0.7 eV. As for the orbital gap: 11.48 eV.

Mulliken population analysis, charges in e, atoms 1 to 5: number 1, C, carries 0.237; number 2, O, carries -0.399; number 3, O, carries -0.536; number 4, O, carries -0.686; number 5, H, carries 0.332

***

[3]
C23H31AsBrF6N3OPtSi2Te | ωB97M-V with the def2-TZVPD basis set

Structure (XYZ):
```
70
Properties=species:S:1:pos:R:3:forces:R:3
Pt 0.2541 0.3505 -0.0164 -0.529 -0.861 -0.507
Br 5.0965 -3.7482 4.2171 -0.012 -0.010 -0.008
C 3.4537 -4.4942 3.7070 0.043 0.021 0.007
C 2.3003 -3.7179 3.8005 -0.031 0.002 0.006
C 1.0907 -4.2509 3.4089 -0.012 0.060 -0.092
C 1.0433 -5.5592 2.9125 0.097 0.053 -0.239
C 2.1937 -6.3495 2.8828 0.001 -0.004 -0.006
C 3.4073 -5.8106 3.2609 -0.026 0.008 0.008
N -0.1245 -6.1838 2.4435 -0.173 -0.049 0.277
N -1.1307 -5.5573 2.1142 0.146 -0.128 -0.293
C -1.2796 -4.3641 1.5121 -0.039 0.202 0.140
C -2.3955 -3.5845 1.8973 -0.009 -0.081 -0.014
C -2.5112 -2.2746 1.5304 0.058 -0.050 -0.032
C -1.5038 -1.6789 0.7353 0.013 0.049 0.040
O -1.5116 -0.4179 0.5305 0.117 0.279 -0.269
C -0.4702 -2.5227 0.1498 -0.121 -0.085 -0.037
N 0.3536 -1.9368 -0.7423 0.044 0.205 0.539
C 1.2515 -2.6718 -1.3579 0.108 0.060 -0.055
C 1.3672 -4.0505 -1.1390 -0.004 0.006 -0.033
C 0.5622 -4.6493 -0.2065 0.015 -0.015 0.103
C -0.3796 -3.8722 0.4885 0.026 -0.070 0.106
H 2.3584 -2.7048 4.1750 0.014 -0.024 -0.007
H 0.1956 -3.6511 3.5052 -0.035 -0.025 -0.021
H 2.1154 -7.3734 2.5422 0.006 -0.001 0.001
H 4.3111 -6.4014 3.2212 -0.004 0.000 -0.003
H -3.1101 -4.0377 2.5718 -0.011 0.010 0.001
H -3.3160 -1.6536 1.8970 0.006 0.026 -0.008
H 1.9074 -2.1604 -2.0514 0.022 0.008 0.032
H 2.0947 -4.6243 -1.6952 -0.001 0.018 -0.009
H 0.6424 -5.7116 -0.0237 -0.003 -0.050 0.059
C 3.0375 4.6204 -0.3564 -0.041 0.004 0.006
Si 1.4735 4.9544 -1.3086 0.039 0.002 0.025
C 0.2168 5.8315 -0.2378 -0.009 0.016 -0.013
C 1.7924 5.9274 -2.8675 -0.014 -0.014 0.000
C 0.7856 3.2535 -1.8595 0.016 0.036 -0.007
Te -0.8442 2.4983 -0.7196 0.187 0.278 0.206
C -2.0142 1.7280 -2.3252 0.005 -0.042 -0.021
Si -3.8841 1.9098 -2.0311 -0.018 -0.024 0.013
C -4.2800 3.7294 -2.1430 0.023 0.009 0.011
C -4.7515 0.9272 -3.3568 0.026 0.008 -0.010
C -4.3000 1.2484 -0.3328 -0.028 0.002 0.008
H 3.4407 5.5401 0.0719 0.002 0.009 -0.012
H 3.8062 4.1875 -1.0000 0.000 -0.010 0.005
H 2.8655 3.9207 0.4643 0.007 0.007 0.006
H 0.5859 6.8316 0.0007 -0.006 0.001 0.007
H 0.0436 5.3180 0.7109 0.005 -0.002 0.000
H -0.7467 5.9539 -0.7394 0.000 -0.005 -0.003
H 2.2817 6.8762 -2.6390 -0.001 0.002 0.008
H 0.8604 6.1529 -3.3905 0.005 -0.001 -0.010
H 2.4405 5.3783 -3.5534 0.006 0.002 0.001
H 1.5766 2.5070 -1.7905 -0.015 -0.029 -0.030
H 0.4370 3.2670 -2.8934 -0.068 0.050 0.023
H -1.7023 0.6983 -2.4976 -0.004 -0.003 0.025
H -1.7155 2.3187 -3.1946 0.001 -0.003 0.000
H -4.0471 4.1258 -3.1336 -0.002 0.005 -0.001
H -3.7178 4.3092 -1.4060 -0.004 0.005 -0.002
H -5.3397 3.9120 -1.9555 -0.006 -0.009 -0.001
H -4.4593 1.2604 -4.3545 -0.005 -0.002 -0.002
H -5.8344 1.0387 -3.2749 -0.003 0.003 0.006
H -4.5199 -0.1369 -3.2767 0.000 -0.001 -0.002
H -3.8888 1.8719 0.4652 0.015 -0.013 0.001
H -3.9229 0.2339 -0.1944 -0.004 0.000 -0.015
H -5.3835 1.2242 -0.1968 -0.003 0.018 -0.005
F 2.2158 0.9370 -0.1966 0.016 0.118 0.029
As 3.1452 0.3124 1.3731 -0.009 -0.141 0.183
F 3.9414 1.8118 1.4056 0.011 0.074 -0.007
F 1.8165 0.9715 2.2562 0.043 0.092 -0.013
F 3.8593 -0.3354 2.7719 0.093 0.027 -0.043
F 2.1611 -1.1262 1.1355 0.057 0.042 0.051
F 4.3022 -0.3258 0.2994 -0.020 -0.062 -0.102
```
Positions in Å, forces in eV/Å.

Its charge is +1. As for the spin multiplicity: 2. The expectation value of S² is 0.813. The value obtained for the energy relative to the best compared isomer or geometry (same formula, charge and spin) is 1.341 eV. For the strongest force on any atom, the calculation gives 1.131 eV/A. For the LUMO energy (spin up / spin down), the calculation gives -4.4 / -5.4 eV. As for the orbital gap (spin up / spin down): 6.55 / 6.26 eV.

Mulliken population analysis, charges in e, atoms 1 to 5: number 1, Pt, carries 1.639; number 2, Br, carries -0.095; number 3, C, carries 0.106; number 4, C, carries -0.453; number 5, C, carries -0.201

***

[4]
C4H13B2N3 | ωB97M-V with the def2-TZVPD basis set

Structure (XYZ):
```
22
Properties=species:S:1:pos:R:3:forces:R:3
B 0.1649 1.1404 -0.6352 0.412 1.116 -3.395
B 0.2747 -0.5657 0.5885 0.844 -2.077 1.711
N -1.1085 1.0727 0.0150 0.778 1.663 -1.326
N 1.0228 -0.0195 -0.5295 -3.227 1.048 2.461
N -0.9469 0.0781 0.9439 1.343 -1.222 0.904
C 0.5226 2.4249 -1.4697 -0.371 0.063 0.750
C 0.8191 -1.8293 1.3717 -0.295 1.167 -0.446
C 1.2880 -0.9415 -1.5865 1.053 1.203 -0.966
C -2.1272 -0.4438 1.5777 0.442 0.359 -0.157
H -1.4063 1.9822 0.3442 -0.383 -0.110 0.473
H -0.2224 2.7608 -2.1623 -0.629 0.021 -0.468
H 1.4636 2.4540 -1.9656 0.834 -0.274 -0.366
H 0.5572 3.2024 -0.7172 0.167 0.596 0.254
H 1.4198 -2.4300 0.6901 0.082 -0.264 0.487
H 1.3547 -1.4847 2.2667 0.181 -0.254 -0.327
H -0.0655 -2.3133 1.7073 -0.540 -1.172 0.451
H 1.7314 -0.3266 -2.3601 -0.148 -0.200 -0.835
H 0.4324 -1.4985 -1.9540 -0.195 -0.015 -0.060
H 2.0729 -1.5920 -1.3091 0.703 -1.081 0.386
H -2.4535 -1.3503 1.1050 -0.472 -0.521 -0.314
H -2.8680 0.3357 1.4652 -0.479 -0.088 0.289
H -1.9258 -0.6559 2.6137 -0.097 0.041 0.495
```
Positions in Å, forces in eV/Å.

Its charge is 0. The value obtained for the energy relative to the best compared isomer or geometry (same formula, charge and spin) is 0.869 eV. For the strongest force on any atom, the calculation gives 4.191 eV/A. For the LUMO energy, the calculation gives 0.6 eV. As for the orbital gap: 8.86 eV.

Mulliken population analysis, charges in e, atoms 1 to 5: number 1, B, carries 0.201; number 2, B, carries 0.076; number 3, N, carries -0.383; number 4, N, carries -0.268; number 5, N, carries 0.182